No. 1
Molecular formula: C28H75N6O11
Method: DFT, wB97M-V/def2-TZVPD

Computed properties:
gap between HOMO and LUMO: 7.434 eV
total charge: -1
LUMO energy: 2.52 eV
calculated total energy: -61707.922 eV

Cartesian coordinates (Å):
N 0.73102 -0.22565 -0.04437
O 0.74703 -0.47876 1.14723
O 0.77231 -1.12684 -0.85277
O 0.60387 0.91354 -0.44529
C -1.32881 -3.91539 0.53320
C -1.31023 -5.26855 1.18596
C -1.63332 -6.30741 0.11338
O 0.00859 -5.48181 1.65813
H -1.24048 -3.13543 1.28948
H -2.29102 -3.81889 0.03027
H -0.53248 -3.71539 -0.18370
H -2.01246 -5.27669 2.01958
H -1.67831 -7.32698 0.49619
H -0.87229 -6.15507 -0.65195
H -2.61765 -6.05510 -0.28099
H -0.00922 -5.50095 2.61778
C 3.43845 3.66868 -0.13416
C 4.29112 2.44738 0.26147
C 4.10854 1.95278 1.73814
O 3.72588 1.39249 -0.53747
H 2.38777 3.42770 0.02744
H 3.51984 3.83726 -1.20796
H 3.69927 4.57060 0.41957
H 5.33165 2.61328 -0.01762
H 4.82949 1.15010 1.89318
H 3.13296 1.48472 1.86949
H 4.19645 2.77295 2.45067
H 2.76716 1.39771 -0.48805
C -2.15631 7.34922 1.98624
O -3.56661 7.39276 1.89256
C -4.17003 6.76961 0.73790
C -3.84257 5.23806 0.67997
N -4.63431 4.62317 -0.33671
C -4.26073 3.24447 -0.62612
C -4.13428 2.27057 0.64036
O -3.06716 2.54929 1.55500
C -1.76054 2.13973 1.12929
H -1.55039 7.66724 1.13782
H -1.86874 6.33613 2.26741
H -1.80646 8.12141 2.67138
H -3.78655 7.20967 -0.18264
H -5.24021 6.96811 0.79631
H -4.00621 4.82620 1.67581
H -2.78742 5.08904 0.45072
H -4.84228 5.24392 -1.10581
H -3.32216 3.12264 -1.16681
H -5.00244 2.89683 -1.34523
H -4.04057 1.26446 0.23162
H -5.03725 2.18930 1.24546
H -1.64601 1.07470 0.92760
H -1.06447 2.42386 1.91851
H -1.48011 2.66844 0.21829
C 1.04701 1.28977 4.26239
C -0.00240 1.02585 5.28953
C -1.43038 1.13943 4.73979
O -2.43418 0.92527 5.72556
C -2.44377 1.82348 6.84103
N 0.24148 -0.24894 6.00990
H 0.91789 2.29270 3.85550
H 0.87942 0.70780 3.35612
H 2.06890 1.28034 4.64154
H 0.17756 1.78278 6.05293
H -1.54258 0.26718 4.09582
H -1.60972 2.07715 4.21384
H -2.25000 2.84982 6.52931
H -1.63712 1.54789 7.52035
H -3.32803 1.83425 7.47826
H 1.25012 -0.29943 6.02339
H -0.03576 -1.05942 5.47477
C 3.97409 -2.80070 -2.24137
C 4.01595 -3.19073 -0.67832
C 4.67641 -2.05512 0.22922
O 4.51276 -2.40506 1.65367
C 5.67090 -3.08513 2.23937
N 2.57938 -3.36619 -0.39002
H 4.97521 -2.51621 -2.56529
H 3.29527 -1.97771 -2.46495
H 3.65284 -3.62306 -2.88061
H 4.60067 -4.10443 -0.57176
H 4.25769 -1.08704 -0.04574
H 5.72510 -1.85202 0.01217
H 5.51724 -3.18916 3.31346
H 6.49048 -2.36888 2.18130
H 5.87043 -4.05240 1.77821
H 2.10245 -2.49477 -0.57241
H 2.09315 -4.08059 -0.91282
C -0.85735 3.77845 -4.33299
C -1.01227 2.90959 -3.10623
C -1.62600 1.49173 -3.46533
O -3.00341 1.62332 -3.55592
C -3.72806 0.44607 -3.57691
N 0.29801 2.71760 -2.47400
H -0.21842 4.65667 -4.24021
H -1.83267 4.11783 -4.68183
H -0.37720 3.21340 -5.13191
H -1.62394 3.41178 -2.35672
H -1.32248 0.75068 -2.72586
H -1.18469 1.09709 -4.38053
H -3.18260 -0.48434 -3.73477
H -4.59103 0.49188 -4.24120
H -4.26731 0.29173 -2.64230
H 0.88616 2.23492 -3.13822
H 0.20075 2.11107 -1.67228
C 0.84922 -6.60539 -3.98192
C 1.48949 -5.31189 -3.38558
C 0.56005 -4.08434 -3.40950
O 0.27666 -3.75299 -4.76790
C -0.81554 -2.84484 -4.88453
N 1.88341 -5.71195 -2.03326
H 0.59752 -6.50850 -5.03803
H -0.06330 -6.90421 -3.46605
H 1.61456 -7.38033 -3.93911
H 2.41098 -5.06554 -3.91311
H 0.98473 -3.21424 -2.90885
H -0.26962 -4.40637 -2.78018
H -1.76015 -3.26712 -4.54177
H -0.91420 -2.51238 -5.91790
H -0.79297 -2.01285 -4.18070
H 2.61612 -6.39188 -2.17797
H 1.20589 -6.39078 -1.71665

---

No. 2
Molecular formula: C24H18B2CeF4O5PS
Method: DFT, wB97M-V/def2-TZVPD

Computed properties:
gap between HOMO and LUMO (spin up / spin down): 7.821 / 7.783 eV
total charge: 0
spin multiplicity: 2
LUMO energy (spin up / spin down): -0.17 / -0.16 eV
calculated total energy: -80701.890 eV

Cartesian coordinates (Å):
Ce -0.91662 1.88256 1.98328
O -1.76019 0.23773 3.16787
S -2.60013 -0.28887 2.08367
O -3.99246 -0.38991 2.39701
O -2.27944 0.50247 0.87092
C -1.93946 -1.90448 1.69463
C -2.76499 -3.00475 1.80438
C -2.29180 -4.26282 1.47237
C -0.96993 -4.40285 1.08095
C -0.13784 -3.29976 1.00122
C -0.62092 -2.01921 1.27250
P 0.41192 -0.52196 0.94677
C 2.06293 -1.14086 1.43697
C 2.22298 -1.82885 2.63703
C 3.47523 -2.27456 3.02116
C 4.57816 -2.01908 2.22171
C 4.43395 -1.27845 1.05952
C 3.18398 -0.82758 0.67339
C 0.50487 -0.69456 -0.88712
C -0.13646 0.28072 -1.64612
C -0.11406 0.23346 -3.03134
C 0.55212 -0.79731 -3.67584
C 1.18409 -1.77808 -2.92721
C 1.17000 -1.72781 -1.54402
H -3.77431 -2.83914 2.14354
H -2.93698 -5.12581 1.53300
H -0.57887 -5.37788 0.83489
H 0.89477 -3.43620 0.72048
H 1.35889 -2.01786 3.26075
H 3.59432 -2.81975 3.94598
H 5.55269 -2.37973 2.51559
H 5.29754 -1.05171 0.45217
H 3.06835 -0.24438 -0.23014
H -0.66052 1.07298 -1.11856
H -0.61042 1.00549 -3.60125
H 0.58415 -0.84290 -4.75498
H 1.69806 -2.58743 -3.42623
H 1.70373 -2.48448 -0.98856
O -2.35077 3.08079 -0.73544
B -1.19999 3.42813 0.02760
O -0.26013 3.90526 -0.92690
C -0.81498 3.85410 -2.15938
C -0.29359 4.20584 -3.38934
C -1.10120 3.98833 -4.49576
C -2.36788 3.42928 -4.37890
C -2.89880 3.08488 -3.14578
C -2.10705 3.32429 -2.03974
H 0.69429 4.62456 -3.48445
H -0.73481 4.25923 -5.47394
H -2.95528 3.26347 -5.26875
H -3.87486 2.64090 -3.04474
F 0.80747 3.50464 3.01505
B 0.39357 2.69382 4.10220
F 0.69522 1.36894 3.63338
F 0.95210 2.99235 5.26677
F -1.03064 2.80483 4.09773

---

No. 3
Molecular formula: C34H34FN2O5
Method: DFT, wB97M-V/def2-TZVPD

Computed properties:
gap between HOMO and LUMO: 4.616 eV
total charge: -1
LUMO energy: 0.55 eV
calculated total energy: -51738.697 eV

Cartesian coordinates (Å):
C 5.26751 0.62415 -3.85725
C 4.05809 1.33175 -3.22792
C 4.52883 2.69075 -2.70900
C 2.99100 1.54250 -4.30841
C 3.46951 0.46745 -2.09320
C 3.07295 0.96416 -0.87223
C 2.77134 0.11417 0.22381
C 2.35737 0.65616 1.54260
C 3.02462 -0.00226 2.70812
C 2.65146 -1.30074 3.10827
C 3.21827 -1.83196 4.26691
F 2.84545 -3.10093 4.65402
C 4.11692 -1.12856 5.05712
C 4.45945 0.17077 4.65911
C 3.92880 0.72595 3.49949
C 2.85587 -1.27533 0.01861
C 3.07831 -1.84496 -1.21273
C 3.05940 -3.37169 -1.40895
C 1.77754 -3.75741 -2.15578
C 3.09425 -4.12091 -0.07460
C 4.27719 -3.81847 -2.22370
C 3.18147 -0.94889 -2.36534
O 2.96614 -1.36236 -3.53287
H 4.96537 -0.33211 -4.29412
H 5.70107 1.24891 -4.64657
H 6.03346 0.44285 -3.09426
H 3.69379 3.28483 -2.32151
H 5.27837 2.56173 -1.91933
H 4.99387 3.25791 -3.52579
H 2.13329 2.08316 -3.89198
H 3.40306 2.12162 -5.14453
H 2.65191 0.56817 -4.67440
H 3.00930 2.04697 -0.71163
H 2.55263 1.73327 1.55743
H 1.86600 -1.85672 2.59337
H 4.51975 -1.58161 5.95778
H 5.15000 0.76167 5.26095
H 4.18814 1.73909 3.18281
H 2.71705 -1.92943 0.86784
H 1.76192 -3.25617 -3.12855
H 1.73458 -4.84389 -2.29867
H 0.89999 -3.43964 -1.57952
H 4.00696 -3.87747 0.48433
H 2.21510 -3.89733 0.54183
H 3.09397 -5.20211 -0.26282
H 5.19861 -3.54340 -1.69666
H 4.25444 -4.90765 -2.34972
H 4.27130 -3.34312 -3.20812
C -0.02075 0.72090 2.09324
C -0.36133 1.01127 3.43571
C 0.38749 0.59209 4.59906
C -0.12073 0.69833 5.87524
C -1.38015 1.29991 6.08140
N -2.02483 1.21385 7.34545
O -3.17244 1.70434 7.45230
O -1.44256 0.64351 8.29335
C -2.06287 1.89142 4.99983
C -1.55299 1.77554 3.72877
C -1.00550 0.59951 1.08973
C -2.37544 0.20249 1.34307
C -3.31946 0.16539 0.33917
C -2.95482 0.51253 -0.97714
N -3.96965 0.69883 -1.95532
O -3.64271 1.09723 -3.09707
O -5.15756 0.47444 -1.63226
C -1.60755 0.79864 -1.29435
C -0.66323 0.84190 -0.29151
H 1.07421 0.52239 1.75632
H 1.36065 0.12284 4.47905
H 0.41495 0.31097 6.74077
H -3.00387 2.40015 5.19549
H -2.08919 2.25465 2.90810
H -2.68474 -0.06588 2.35513
H -4.35768 -0.09542 0.52851
H -1.35123 1.00609 -2.32903
H 0.35938 1.12506 -0.54480

---

No. 4
Molecular formula: C19H26O9S
Method: DFT, wB97M-V/def2-TZVPD

Computed properties:
SMILES: CC(C)C[C@]1(C[C@H]2CO2)OC(=O)O[C@H]1COc1ccccc1.O=S1(=O)OCCO1
gap between HOMO and LUMO: 9.607 eV
total charge: 0
LUMO energy: 0.24 eV
calculated total energy: -49385.121 eV

Cartesian coordinates (Å):
C 1.08115 -2.75470 -3.14863
C 0.56322 -3.24041 -1.78925
C 1.65754 -4.11283 -1.12620
C 0.21223 -2.00739 -0.92808
C -0.99435 -2.13109 0.00972
C -0.65425 -2.87012 1.32495
C -1.43083 -4.17487 1.53707
C -1.30907 -5.29486 0.59237
O -0.68393 -5.33232 1.88479
O -2.15285 -2.68592 -0.63392
C -3.23818 -2.21115 0.03599
O -4.31639 -2.71601 0.03302
O -2.90139 -1.08566 0.70848
C -1.55083 -0.72675 0.27377
C -0.93835 0.18743 1.30059
O 0.10778 0.89773 0.65741
C 0.88230 1.62553 1.54789
C 2.05638 1.06898 2.01186
C 2.82434 1.78709 2.91799
C 2.40583 3.03705 3.33605
C 1.23731 3.59058 2.84371
C 0.46491 2.88186 1.94193
H 0.45010 -1.97735 -3.57535
H 2.10282 -2.38585 -3.05325
H 1.11355 -3.58775 -3.85262
H -0.33704 -3.83104 -1.95080
H 2.00763 -3.68196 -0.18888
H 2.53065 -4.18899 -1.77338
H 1.33102 -5.12878 -0.91119
H 1.05623 -1.71603 -0.30393
H 0.02110 -1.17271 -1.60281
H -0.95339 -2.24433 2.16275
H 0.39999 -3.12289 1.38163
H -2.39937 -4.06190 2.02450
H -2.18834 -5.92300 0.51635
H -0.61084 -5.22364 -0.22752
H -1.68305 -0.20161 -0.67261
H -1.70864 0.87072 1.66873
H -0.54107 -0.36233 2.15383
H 2.35154 0.08655 1.67063
H 3.74059 1.36510 3.30462
H 2.98570 3.59265 4.05921
H 0.90509 4.56758 3.16258
H -0.45558 3.27550 1.53403
O 0.16428 7.75727 -0.73225
S 0.26200 6.34356 -0.71784
O 0.86848 5.65907 0.36504
O 0.91807 5.87066 -2.09455
C 0.06375 4.93655 -2.77024
C -1.33271 5.34640 -2.34568
O -1.17816 5.69334 -0.96217
H 0.31019 3.92767 -2.43461
H 0.22383 5.02009 -3.84122
H -2.05757 4.54241 -2.43120
H -1.68341 6.22287 -2.89329